# 1
7
Properties=species:S:1:pos:R:3 method="wB97M-V/def2-TZVPD" gap_ev="7.149 / 7.482" relative_energy_ev=0.943 homo_energy_ev="-6.56 / -9.97" spin_multiplicity=3 energy_ha=-936.19567
C -1.16019 -0.09159 0.07756
C 0.97578 -0.03612 -0.01954
S -1.73469 -1.58297 -0.01215
Cl -1.75770 1.40648 -0.03778
H 1.30500 -0.87542 0.56737
H 1.13562 0.24222 -1.05647
H 1.23619 0.93740 0.48101


# 2
7
Properties=species:S:1:pos:R:3 method="wB97M-V/def2-TZVPD" gap_ev="6.895 / 6.723" relative_energy_ev=8.224 homo_energy_ev="-8.39 / -8.22" energy_ha=-827.36031
C -0.52896 -1.07214 0.75414
C 1.35566 -0.66067 -0.38902
Si -0.85726 0.49496 -0.04137
Cl 2.37340 0.51739 0.18874
H -0.54176 0.89730 -1.50659
H -0.93162 1.84210 0.86049
H -0.86947 -2.01893 0.13360


# 3
8
Properties=species:S:1:pos:R:3 method="wB97M-V/def2-TZVPD" gap_ev="9.683 / 10.048" relative_energy_ev=1.907 total_charge=+3 homo_energy_ev="-28.76 / -29.12" spin_multiplicity=5 energy_ha=-1271.35481
H 0.91163 -0.87136 0.82808
C 0.74628 0.31502 0.72552
O 0.57113 1.18655 1.56184
O -0.08746 0.32935 -0.30901
C -0.40024 -0.93243 -0.83874
H -1.39898 -0.94932 -1.26062
H 0.45461 -1.50443 -1.18942
Cr -0.79698 2.42662 0.48236


# 4
8
Properties=species:S:1:pos:R:3 method="wB97M-V/def2-TZVPD" gap_ev="10.432 / 8.179" relative_energy_ev=5.239 total_charge=+1 homo_energy_ev="-16.00 / -15.72" spin_multiplicity=2 energy_ha=-1868.41410
H 0.86914 0.43907 2.03080
C 0.83902 0.93075 1.06139
C 0.41795 1.90550 0.41044
H 0.01044 2.90603 0.51114
O 0.12795 -1.22390 0.18108
O 0.04155 -1.07160 -1.26718
H 0.95728 -0.99075 -1.56590
Cu -0.99109 0.35271 -0.40710